# 1
17
Properties=species:S:1:pos:R:3 method="wB97M-V/def2-TZVPD" charge=0 e_above_lowest_kj_mol=263.7 e_homo_ev=-8.802 smiles="C=CN.NCN" gap_ha=0.3618
C 2.993 -0.484 1.014
C 2.105 -0.625 -0.035
N 1.410 0.336 -0.781
H 3.062 0.448 1.733
H 3.514 -1.441 1.160
H 1.769 -1.614 -0.313
H 1.783 0.759 -1.655
H 0.585 0.842 -0.538
N -1.162 0.668 0.642
C -1.993 -0.361 -0.047
N -2.642 0.315 -1.280
H -1.556 1.194 1.390
H -0.416 0.161 1.094
H -1.357 -1.137 -0.353
H -2.673 -0.906 0.623
H -3.446 0.864 -1.013
H -1.975 0.981 -1.640


# 2
10
Properties=species:S:1:pos:R:3 method="wB97M-V/def2-TZVPD" charge=0 e_above_lowest_kj_mol=0.0 e_homo_ev=-10.146 smiles="N#C[C@@H](I)C(N)=O" gap_ha=0.3584
N 0.547 -2.600 -0.893
C 0.603 -1.727 -0.194
C 0.666 -0.437 0.528
I 2.378 0.766 0.017
C -0.900 0.196 0.093
N -0.768 1.470 -0.188
O -1.829 -0.530 0.283
H 0.689 -0.665 1.617
H 0.124 1.631 -0.525
H -1.509 1.897 -0.736


# 3
59
Properties=species:S:1:pos:R:3 method="wB97M-V/def2-TZVPD" multiplicity=4 charge=+1 e_above_lowest_kj_mol=232.2 e_homo_ev="-10.249 / -10.251" gap_ha="0.1874 / 0.2098" s_squared=3.95
Mn -0.797 -0.935 1.386
N 4.373 -3.758 -3.678
C 3.612 -3.563 -2.574
C 3.452 -2.273 -2.032
C 2.664 -2.070 -0.926
C 2.034 -3.164 -0.337
C 2.168 -4.453 -0.859
C 2.952 -4.650 -1.967
S 0.918 -2.984 0.969
O 1.152 -1.739 1.742
O 0.769 -4.190 1.708
N -0.509 -2.492 0.254
C -1.726 -2.959 0.676
N -2.108 -4.215 0.778
C -3.355 -4.410 1.186
C -4.237 -3.370 1.494
C -3.743 -2.089 1.442
N -2.484 -1.881 1.034
H 4.931 -3.016 -4.057
H 4.552 -4.691 -4.002
H 3.967 -1.440 -2.494
H 2.544 -1.078 -0.505
H 1.660 -5.276 -0.376
H 3.075 -5.644 -2.377
H -3.663 -5.445 1.277
H -5.260 -3.555 1.784
H -4.326 -1.217 1.708
F -1.553 -0.524 4.312
B -1.158 -1.264 3.320
F -1.088 -2.570 3.521
Cl 3.025 4.998 -0.514
C 2.352 3.479 -1.019
C 3.200 2.511 -1.512
C 2.687 1.289 -1.916
C 1.329 1.059 -1.813
C 0.476 2.034 -1.323
Cl -1.216 1.640 -1.260
C 0.956 3.291 -0.913
N 0.191 4.343 -0.457
C -1.158 4.351 -0.018
C -2.108 5.054 -0.751
C -3.433 5.065 -0.351
C -3.815 4.367 0.786
C -2.864 3.692 1.533
C -1.526 3.696 1.156
C -0.487 2.985 1.995
C -0.433 1.528 1.637
O 0.561 0.968 1.165
O -1.510 0.808 1.812
H 4.260 2.715 -1.574
H 3.345 0.532 -2.317
H 0.910 0.114 -2.133
H 0.664 5.231 -0.457
H -1.793 5.570 -1.649
H -4.166 5.610 -0.931
H -4.851 4.362 1.099
H -3.158 3.161 2.430
H -0.757 3.060 3.050
H 0.505 3.403 1.839


# 4
96
Properties=species:S:1:pos:R:3 method="wB97M-V/def2-TZVPD" multiplicity=3 charge=+1 e_above_lowest_kj_mol=640.3 e_homo_ev="-11.123 / -12.258" gap_ha="0.2145 / 0.2097" s_squared=2.01
Pd 2.002 -1.914 -4.708
C 7.820 -1.813 -3.023
C 7.966 -0.403 -2.247
C 9.349 0.206 -2.773
C 9.606 1.687 -2.587
C 8.357 2.427 -2.987
C 7.036 1.950 -2.530
N 6.871 0.491 -2.659
O 5.518 -0.030 -2.660
C 6.002 2.811 -3.204
C 6.955 2.298 -0.963
C 8.156 -0.803 -0.733
H 7.490 -1.677 -4.053
H 6.990 -2.381 -2.602
H 8.627 -2.545 -3.036
H 9.400 -0.016 -3.839
H 10.195 -0.372 -2.401
H 10.380 2.030 -3.273
H 9.893 1.838 -1.546
H 8.309 2.367 -4.074
H 8.590 3.468 -2.762
H 5.052 2.746 -2.674
H 5.725 2.684 -4.251
H 6.348 3.836 -3.073
H 5.976 2.123 -0.518
H 7.013 3.372 -0.788
H 7.665 1.695 -0.398
H 7.143 -0.960 -0.363
H 8.628 -0.003 -0.162
H 8.780 -1.692 -0.643
O 2.474 4.004 3.330
H 2.670 4.481 4.137
H 1.739 4.481 2.943
O 8.680 7.465 2.087
H 8.370 7.600 2.983
H 9.612 7.683 2.121
O 9.982 -7.567 -0.179
H 10.671 -7.190 0.368
H 10.167 -7.240 -1.059
O 6.815 8.171 -5.574
H 6.634 7.233 -5.636
H 7.082 8.304 -4.664
O 1.566 1.049 -6.293
H 2.155 1.767 -6.527
H 0.690 1.389 -6.473
O 5.852 -5.913 0.567
H 6.550 -6.464 0.922
H 5.878 -5.119 1.101
O 7.683 0.764 -7.599
H 7.308 1.606 -7.855
H 7.305 0.584 -6.738
O 15.604 -0.857 -3.183
H 16.083 -1.192 -2.425
H 14.691 -1.091 -3.013
O 1.889 4.931 -8.575
H 1.954 5.507 -7.814
H 1.264 5.367 -9.154
O 8.605 3.470 4.231
H 9.225 3.519 3.504
H 7.949 4.139 4.032
O 4.615 -3.110 3.402
H 5.138 -2.358 3.680
H 3.968 -2.743 2.800
O 12.520 6.027 -2.075
H 12.465 5.458 -2.844
H 12.912 5.477 -1.397
O 12.174 -1.164 3.499
H 12.305 -2.078 3.753
H 12.176 -1.178 2.542
O 3.935 -2.838 -7.091
H 4.691 -3.422 -7.150
H 3.609 -2.775 -7.989
O 7.123 4.578 -8.854
H 7.640 5.189 -9.378
H 6.213 4.805 -9.049
O 7.730 -0.848 5.160
H 8.339 -1.303 5.741
H 8.238 -0.118 4.805
O 12.259 -4.993 -6.479
H 11.647 -4.258 -6.492
H 13.124 -4.586 -6.527
O 7.289 8.825 -1.639
H 7.303 8.186 -0.927
H 8.002 9.430 -1.433
O 2.720 -0.075 1.185
H 2.278 0.740 1.423
H 3.422 0.197 0.593
O 13.961 4.352 1.131
H 14.806 4.282 1.576
H 13.536 3.509 1.290
O 2.902 9.486 -2.663
H 3.804 9.182 -2.554
H 2.682 9.889 -1.824
O 2.277 -4.693 -2.687
H 2.116 -5.637 -2.676
H 3.035 -4.572 -2.115


# 5
7
Properties=species:S:1:pos:R:3 method="wB97M-V/def2-TZVPD" charge=0 e_above_lowest_kj_mol=133.8 e_homo_ev=-6.517 gap_ha=0.2087
C 0.677 -0.509 -0.042
C -0.615 -0.421 0.358
O -1.296 0.522 -0.261
H 1.292 -1.374 -0.274
F 1.349 0.716 -0.190
H -1.116 -1.379 0.580
Na -0.292 2.445 -0.171


# 6
19
Properties=species:S:1:pos:R:3 method="wB97M-V/def2-TZVPD" charge=0 e_above_lowest_kj_mol=170.3 e_homo_ev=-8.743 smiles=CSSC.O.O.O gap_ha=0.3294
C 1.121 -0.813 -1.769
S -0.187 -1.680 -1.012
S -1.204 -0.091 -0.041
C -2.095 0.374 -1.497
H 1.863 -0.445 -1.014
H 0.789 0.104 -2.470
H 1.784 -1.278 -2.594
H -1.604 1.090 -2.211
H -3.031 0.806 -0.848
H -2.420 -0.474 -2.113
O 1.756 1.162 0.248
H 1.498 1.900 0.829
H 2.064 0.497 0.844
O 0.303 3.078 2.095
H -0.563 2.742 1.956
H 0.258 3.272 3.032
O 1.199 -1.102 2.209
H 0.882 -1.129 3.087
H 0.515 -1.221 1.526